1.
A single C4H9NO2 molecule. Source: the OMol25 dataset; level of theory: the ωB97M-V functional and the def2-TZVPD basis.

Element x y z (Å)
C 1.016 1.122 1.172
N -0.051 0.406 0.393
C -0.571 -0.759 1.291
C 0.625 -0.227 -0.866
C -0.563 0.086 -1.868
O -0.529 0.946 -2.662
O -1.612 -0.832 -1.746
H 1.753 0.546 1.735
H 0.504 1.589 2.021
H 1.449 1.926 0.612
H 0.069 -1.024 2.184
H -1.582 -0.363 1.431
H -0.588 -1.655 0.817
H 0.801 -1.293 -0.843
H 1.546 0.232 -1.185
H -2.266 -0.702 -2.487

**E_HOMO**: -9.317 eV
**Total charge**: 0
**Spin multiplicity**: 1

2.
A molecular structure, C4H9NO2. Source: the OMol25 dataset; level of theory: the ωB97M-V functional and the def2-TZVPD basis.

Element x y z (Å)
C -2.320 0.152 -0.215
C -0.813 0.400 -0.249
C -0.123 -0.253 0.939
O 1.289 -0.009 0.973
C 2.120 -0.700 -0.218
O 2.050 -1.878 -0.382
N 2.599 0.442 -0.628
H -2.769 0.559 0.698
H -2.812 0.626 -1.070
H -2.547 -0.920 -0.251
H -0.386 0.006 -1.179
H -0.609 1.479 -0.237
H -0.524 0.121 1.887
H -0.238 -1.343 0.916
H 3.293 0.444 -1.363
H 1.789 0.873 0.379

**E_HOMO**: -10.124 eV
**Total charge**: 0
**Spin multiplicity**: 1

The evaluated ΔE to the lowest compared entry with this formula, charge and spin for the records listed, in turn: 57.0, 58.7 kcal per mole.
The evaluated calculated total energy for the records listed, in turn: -362.9948, -362.9921 a.u..
The evaluated F_max for the records listed, in turn: 4.39, 0.66 eV Å⁻¹.